{
  "formula": "C19H35N2PS3Se4Ti",
  "method": "ωB97M-V/def2-TZVPD",
  "gap_ev": [6.4, 6.6],
  "energy_ha": -12845.567569,
  "multiplicity": 2,
  "total_charge": 1,
  "de_lowest_kcal_mol": 0.0,
  "molar_mass_da": 782.38,
  "elements": ["Ti", "C", "C", "N", "C", "C", "S", "C", "C", "S", "C", "N", "C", "H", "H", "H", "H", "H", "H", "H", "H", "Se", "Se", "Se", "Se", "C", "S", "C", "H", "H", "H", "H", "H", "H", "C", "C", "C", "P", "C", "C", "C", "C", "C", "C", "H", "H", "H", "H", "H", "H", "H", "H", "H", "H", "H", "H", "H", "H", "H", "H", "H", "H", "H", "H", "H"],
  "coordinates": [[0.05486, -1.34185, -0.29839], [1.68398, -1.05331, 3.28698], [0.23674, -0.81153, 3.03770], [-0.40627, -0.93990, 1.88976], [-1.75136, -0.64462, 2.05561], [-2.10705, -0.27607, 3.31327], [-0.75082, -0.32809, 4.33667], [-2.66437, -0.75043, 0.91814], [-4.02015, -0.70807, 0.99823], [-4.68685, -0.81148, -0.56250], [-3.13440, -0.92777, -1.24197], [-2.15365, -0.87798, -0.36036], [-3.00849, -1.10070, -2.71611], [2.21595, -1.21760, 2.35488], [1.80920, -1.93004, 3.92334], [2.12521, -0.19797, 3.79704], [-3.07608, 0.02110, 3.67002], [-4.63225, -0.62918, 1.87709], [-3.96217, -0.88855, -3.19537], [-2.71102, -2.12287, -2.94969], [-2.25011, -0.43580, -3.12902], [0.17480, -1.77309, -2.75038], [1.79189, -3.41074, -3.20735], [3.47265, -2.81899, -1.73395], [2.19756, -2.57844, 0.21226], [-0.56752, -4.22150, 1.92047], [-1.22023, -3.64000, 0.34889], [-0.56828, -4.90737, -0.74584], [0.52027, -4.26406, 1.88962], [-0.98186, -5.20385, 2.14018], [-0.89192, -3.52979, 2.69526], [-1.00006, -5.86822, -0.47519], [0.51942, -4.92717, -0.68863], [-0.85787, -4.63967, -1.76081], [-1.51481, 2.42708, -1.94911], [-0.74158, 2.53114, -0.63826], [-1.69886, 2.53304, 0.54855], [0.64622, 1.31483, -0.50358], [1.57443, 1.92190, 0.98104], [2.99433, 1.35533, 1.04009], [1.63120, 3.43707, 1.18968], [1.60540, 1.64404, -2.04560], [1.86761, 3.10906, -2.38825], [2.90284, 0.84742, -2.12433], [-2.22852, 3.24935, -2.01515], [-2.08361, 1.50077, -1.99365], [-0.87644, 2.47460, -2.82889], [-0.21779, 3.49627, -0.63709], [-2.35135, 1.66352, 0.53539], [-2.34109, 3.41284, 0.48810], [-1.19105, 2.56334, 1.51237], [0.99575, 1.48972, 1.80959], [3.65301, 1.91603, 0.37652], [3.06122, 0.30338, 0.75250], [3.39013, 1.47108, 2.04905], [2.20670, 3.92325, 0.40371], [2.13989, 3.64322, 2.13272], [0.65494, 3.91551, 1.23855], [0.93054, 1.22208, -2.80494], [2.57168, 3.56334, -1.69171], [0.97053, 3.72533, -2.41882], [2.32483, 3.15733, -3.37759], [3.71120, 1.36239, -1.60902], [3.19530, 0.73876, -3.16894], [2.81757, -0.15740, -1.71276]]
}